A) 15
Properties=species:S:1:pos:R:3 method="wB97M-V/def2-TZVPD" lumo_ev=-4.317 total_charge=+1 e_homo_ev=-13.623 homo_lumo_gap_ev=9.306 smiles="[NH3+][C@H]1CCC=P1" multiplicity=1
P -1.93 -0.54 0.20
H 0.11 1.25 -1.40
H 1.42 -0.96 -0.68
H 0.23 2.48 -0.21
C -0.06 -0.82 0.57
H 1.59 0.50 0.62
H 0.06 -2.11 -1.16
H -2.46 1.63 -0.65
H 1.19 -2.44 -0.08
H 0.26 1.05 1.62
H 0.10 -1.37 1.42
C 0.57 0.54 0.65
C -0.13 1.42 -0.32
N 0.65 -1.67 -0.44
C -1.58 1.05 -0.13

B) 15
Properties=species:S:1:pos:R:3 method="wB97M-V/def2-TZVPD" lumo_ev=-4.322 total_charge=+1 e_homo_ev=-12.749 homo_lumo_gap_ev=8.427 smiles="C/C=P/[C@H]1C[NH2+]1" multiplicity=1
H -0.76 0.76 1.46
H -1.90 -1.07 -0.55
H 3.41 1.31 -0.92
C 1.24 0.75 -0.74
C -1.99 -0.56 0.30
H -2.13 -1.22 2.42
P 0.91 -0.82 0.18
C 2.48 1.00 -1.45
C -0.72 -0.24 0.95
N -1.62 -1.26 1.55
H -1.38 -2.23 1.52
H -2.92 0.16 0.33
H 2.64 0.18 -2.19
H 2.44 1.86 -2.16
H 0.31 1.38 -0.69

Best to worst by energy: A), B).